Formula: C45H38AuN6O7P2S
Source: OMol25
Level of theory: ωB97M-V with the def2-TZVPD basis set

Geometry (Å):
H1 3.110 -3.616 -5.384
C1 -4.096 -4.364 -0.088
C2 2.781 1.158 -1.739
H2 1.015 2.379 -1.608
C3 4.117 1.079 -2.151
C4 -0.004 -4.097 -0.431
O1 -2.178 2.973 0.684
C5 -1.973 0.598 -4.521
O2 2.428 6.862 2.638
H3 5.775 -3.118 2.120
H4 -5.319 -0.426 0.066
C6 3.985 3.346 -2.934
H5 4.460 4.206 -3.387
C7 2.047 2.325 -1.937
C8 2.349 2.842 1.977
C9 -3.180 0.099 0.251
C10 -0.039 -5.475 -0.288
H6 3.977 -4.339 0.942
N1 3.469 2.016 2.432
C11 -1.235 -1.173 -3.078
C12 3.246 -1.185 -0.049
H7 -0.557 -3.892 -3.784
O3 1.300 0.943 1.101
C13 -6.222 -5.445 0.205
H8 -1.791 1.544 -5.012
O4 4.595 2.414 2.164
N2 -7.676 -7.575 0.057
C14 0.217 4.429 1.316
C15 -6.782 -4.241 0.620
C16 -4.875 -5.504 -0.144
P1 2.050 -0.302 -1.028
C17 3.852 -3.236 -4.678
O5 3.225 1.017 3.072
C18 2.226 -1.677 -3.543
C19 1.357 4.980 1.877
H9 -1.925 -2.821 0.719
H10 7.290 -4.260 -3.717
C20 1.246 2.227 1.342
H11 -4.445 -6.441 -0.468
C21 -0.254 -6.278 -1.401
C22 6.414 -3.615 -3.724
H12 -6.435 -2.177 1.044
H13 3.958 -2.567 -2.636
C23 2.659 3.417 -2.535
C24 -2.462 -1.821 -3.233
C25 4.053 -3.264 0.850
C26 -0.194 -3.522 -1.688
N3 -2.085 -0.712 0.448
H14 5.746 2.120 -3.062
C27 4.711 2.175 -2.751
H15 -3.952 0.388 -5.315
H16 6.645 -2.729 -4.316
C28 -0.435 -5.709 -2.655
H17 6.186 -3.331 -2.698
H18 -0.634 5.056 1.092
H19 -7.826 -4.201 0.900
C29 5.066 -2.575 1.510
H20 -0.062 0.573 -3.561
C30 -2.525 -1.953 0.518
H21 1.465 -1.914 -4.293
C31 2.440 4.196 2.215
C32 -4.662 -3.165 0.331
Au1 -0.042 -0.256 -0.187
C33 -3.189 -0.051 -4.686
H22 4.693 0.173 -2.002
H23 0.108 -5.921 0.687
C34 -3.435 -1.256 -4.041
H24 -3.056 -4.416 -0.389
H25 5.942 -0.654 1.917
C35 -4.287 -0.684 0.215
C36 5.169 -1.197 1.392
H26 0.181 -3.465 0.433
C37 3.192 -2.839 -3.364
N4 1.524 -1.322 -2.302
H27 -0.276 -7.354 -1.292
N5 1.415 6.424 2.128
H28 2.096 4.330 -2.676
C38 -6.002 -3.101 0.688
H29 4.330 -2.373 -5.150
O6 -0.866 1.810 -0.700
H30 -4.386 -1.758 -4.167
C39 -7.029 -6.628 0.127
H31 2.744 -0.783 -3.901
H32 2.659 -3.700 -2.951
P2 -0.043 -1.750 -1.879
C40 -0.997 0.046 -3.712
C41 -0.408 -4.332 -2.805
C42 -1.081 2.591 0.310
C43 4.261 -0.500 0.613
H33 4.354 0.575 0.528
H34 -2.664 -2.756 -2.725
H35 -3.075 1.174 0.177
O7 0.454 7.089 1.798
C44 3.141 -2.573 0.075
N6 -3.863 -1.990 0.380
C45 0.162 3.079 1.023
S1 5.077 -4.550 -4.491
H36 -0.599 -6.340 -3.519
H37 2.359 -3.115 -0.445
H38 3.322 4.624 2.667

**Energy relative to the best compared isomer or geometry (same formula, charge and spin)**: 0.000 eV
**E_HOMO**: -10.639 eV
**HOMO-LUMO gap**: 6.2 eV
**Net charge**: +1
**LUMO level**: -4.43 eV
**Energy**: -3809.0517 Eh